The following is a quantum chemistry calculation of a cluster of 2 separate species, C24H35N4 in total in a non-equilibrium geometry, from OMol25.

Last column: Mulliken charge in e.
Atoms and positions in Å:
N (0.702, 2.060, -2.275)  -0.50
N (-5.146, -1.493, -0.603)  0.06
N (3.329, 1.384, 3.893)  -0.06
N (1.401, 1.687, -3.457)  0.04
C (2.637, 0.894, 2.814)  1.37
C (2.775, 2.366, 4.786)  -1.05
C (2.527, -0.640, 0.935)  -0.93
C (0.833, 0.471, -4.010)  -0.74
C (4.760, 1.267, 4.039)  -0.61
C (4.766, -0.208, 2.006)  -0.87
C (-3.810, -1.652, -0.357)  1.25
C (1.503, 2.786, -4.412)  -0.88
C (0.535, 0.580, 1.611)  -1.06
C (0.396, -1.141, -0.195)  -0.55
C (-3.626, -2.816, -2.573)  -0.88
C (-2.972, -2.227, -1.358)  0.70
C (-1.605, -2.045, -1.265)  -1.22
C (-0.994, -1.396, -0.148)  0.57
C (5.322, -0.001, 3.426)  -0.80
C (1.608, 2.404, -1.180)  -0.72
C (3.284, 0.011, 1.896)  0.87
C (-1.844, -1.182, 0.992)  -0.83
C (1.133, -0.391, 0.751)  0.43
C (-5.054, -3.303, -2.275)  -0.77
C (-3.218, -1.189, 0.848)  -1.21
C (-5.855, -2.170, -1.662)  -0.77
C (1.265, 1.206, 2.614)  -1.29
C (-5.972, -0.585, 0.147)  -1.12
H (3.164, 2.153, 5.785)  0.34
H (2.151, 1.531, -0.785)  0.18
H (-0.950, -2.376, -2.078)  0.40
H (-0.523, 0.821, 1.487)  0.85
H (5.028, -1.217, 1.663)  0.38
H (-6.126, -1.431, -2.435)  0.40
H (-5.018, -4.139, -1.566)  0.34
H (0.010, 1.338, -2.012)  0.31
H (-6.809, -2.530, -1.254)  0.42
H (0.814, -0.284, -3.197)  0.08
H (1.943, 3.679, -3.955)  0.25
H (-3.671, -2.054, -3.371)  0.29
H (-1.417, -0.966, 1.974)  0.82
H (2.993, -1.419, 0.320)  0.34
H (1.027, 2.859, -0.382)  0.30
H (5.254, 2.158, 3.609)  0.30
H (3.093, 3.383, 4.514)  0.35
H (-6.561, 0.032, -0.545)  0.34
H (-5.389, 0.082, 0.785)  0.37
H (5.291, 0.496, 1.337)  0.30
H (2.326, 3.130, -1.583)  0.36
H (-5.554, -3.656, -3.186)  0.36
H (4.966, 1.298, 5.112)  0.39
H (-3.021, -3.642, -2.964)  0.44
H (0.525, 3.055, -4.858)  0.33
H (0.970, -1.702, -0.929)  0.48
H (0.758, 1.928, 3.265)  0.08
H (5.071, -0.861, 4.058)  0.32
H (6.416, 0.077, 3.408)  0.36
H (-6.674, -1.154, 0.770)  0.35
H (-0.198, 0.642, -4.396)  0.31
H (-3.865, -0.827, 1.660)  0.37
H (1.464, 0.112, -4.831)  0.36
H (1.686, 2.327, 4.837)  0.33
H (2.144, 2.482, -5.246)  0.35

Energy relative to the best compared isomer or geometry (same formula, charge and spin) = 0.000 eV
Gap between HOMO and LUMO = 0.1954 hartree
HOMO level = -9.7 eV
Net charge = +1
Total energy = -1154.2608 hartree

The following is a quantum chemistry calculation of a cluster of 2 separate species, C4H9O2S in total in a non-equilibrium geometry, from OMol25.

Last column: Mulliken charge in e.
Atoms and positions in Å:
S (-1.733, -0.430, 2.634)  -0.33
O (0.217, -1.257, -0.626)  -0.72
O (0.449, 0.929, -1.119)  -0.72
C (-0.632, 0.586, 1.545)  -0.05
C (0.834, 0.399, 1.859)  -1.09
C (0.361, -0.292, -1.439)  0.75
C (0.418, -0.605, -2.939)  -1.04
H (0.548, -1.667, -3.036)  0.31
H (1.347, 0.894, 1.091)  0.28
H (-0.867, 0.154, 0.535)  0.11
H (-0.502, -0.290, -3.521)  0.20
H (1.054, -0.698, 1.789)  0.28
H (1.092, 0.775, 2.886)  0.36
H (1.277, -0.107, -3.385)  0.26
H (-0.933, 1.651, 1.592)  0.31
H (-2.929, -0.041, 2.134)  0.08

Energy relative to the best compared isomer or geometry (same formula, charge and spin) = 0.572 eV
Gap between HOMO and LUMO = 0.2819 hartree
HOMO level = -4.3 eV
Net charge = -1
Total energy = -706.5269 hartree

The following is a quantum chemistry calculation of a cluster of 6 separate species, C9H29NO6 in total in a non-equilibrium geometry, from OMol25.

Last column: Mulliken charge in e.
Atoms and positions in Å:
O (27.392, -2.400, 15.614)  -0.68
O (25.035, -2.873, 16.973)  -0.68
O (28.516, -5.487, 20.316)  -0.61
O (26.276, 0.601, 23.546)  -0.48
O (27.155, -3.662, 18.661)  -0.63
O (28.576, -1.186, 19.181)  -0.61
N (26.416, -0.684, 24.099)  0.43
C (25.517, -2.535, 25.477)  -1.32
C (27.240, -1.569, 23.269)  1.60
C (25.006, -0.233, 26.054)  -1.83
C (26.549, -1.870, 21.927)  -1.34
C (23.910, -1.231, 24.081)  -1.58
C (25.264, -1.149, 24.852)  1.45
C (28.627, -0.986, 23.046)  -1.99
C (27.438, -2.897, 24.025)  -1.18
C (26.128, -3.533, 24.473)  -0.66
H (28.060, -2.793, 24.911)  0.38
H (25.427, -3.272, 17.770)  0.35
H (27.886, -1.654, 15.256)  0.31
H (25.798, -2.751, 16.378)  0.39
H (27.775, -3.561, 23.222)  0.36
H (23.543, -0.239, 23.820)  0.41
H (25.390, -3.690, 23.686)  0.33
H (28.993, -0.593, 23.997)  0.46
H (26.639, 1.170, 24.234)  0.35
H (24.679, -2.946, 26.046)  0.49
H (23.184, -1.689, 24.750)  0.39
H (25.610, -2.407, 22.026)  0.23
H (26.316, -4.499, 24.943)  0.40
H (27.195, -2.519, 21.328)  0.12
H (29.406, -5.247, 20.599)  0.30
H (25.171, 0.838, 25.884)  0.36
H (24.018, -1.823, 23.175)  0.32
H (28.547, -6.442, 20.184)  0.27
H (27.655, -2.901, 19.006)  0.33
H (28.561, -0.169, 22.327)  0.33
H (27.466, -4.421, 19.193)  0.38
H (25.626, -0.391, 26.945)  0.39
H (29.103, -1.255, 18.376)  0.26
H (27.994, -2.840, 16.230)  0.32
H (26.355, -0.969, 21.344)  0.40
H (29.290, -1.803, 22.762)  0.36
H (23.992, -0.290, 26.457)  0.37
H (29.163, -0.770, 19.824)  0.29
H (26.229, -2.440, 26.309)  0.41

Energy relative to the best compared isomer or geometry (same formula, charge and spin) = 0.530 eV
Gap between HOMO and LUMO = 0.2976 hartree
SMILES = CC1(C)CCCC(C)(C)N1O.O.O.O.O.O
HOMO level = -8.1 eV
Total energy = -866.4464 hartree